Computed, not measured: a structure of composition C13H23F5NOPSrTe at a distorted geometry, with ωB97M-V with the def2-TZVPD basis set.

The value obtained for the LUMO energy (spin up / spin down) is -2.1548 / -2.0535 eV. As for the frontier orbital gap (spin up / spin down): 0.191 / 0.187 Eh. The HOMO energy (spin up / spin down) comes out at -0.2700 / -0.2623 Ha. The molar mass comes out at 550.52 Da. As for the energy: -1778.32096 a.u.

The geometry in XYZ format:
```
46
Properties=species:S:1:pos:R:3:forces:R:3:lowdin_charge:R:1
C -2.713581 0.373768 -3.196595 -0.15 0.09 -0.05 -0.09
C -2.538625 -0.861254 -2.577341 0.59 -0.42 0.63 -0.05
C -1.822400 -0.936576 -1.362336 -0.72 1.19 -0.99 -0.30
C -1.368531 0.270533 -0.831668 0.19 -0.01 0.77 -0.24
C -1.479998 1.513971 -1.451861 -0.45 -0.95 -0.72 -0.34
C -2.200026 1.555977 -2.654391 0.57 0.24 0.37 -0.06
C -1.598620 -2.250841 -0.628983 -0.11 -0.03 0.13 -0.14
C -0.141303 -2.773594 -0.470232 0.52 -0.28 -0.58 -0.19
N 0.944099 -1.796323 -0.296324 0.49 -0.18 -0.04 -0.50
Sr -0.059453 -0.301733 1.099093 -0.41 1.62 -0.45 1.16
C -0.761559 2.724193 -0.847248 -0.15 0.09 -0.15 -0.32
P 0.915488 2.203182 -0.327393 -0.03 -1.53 0.54 0.78
H -2.924373 -1.791513 -2.993761 -0.10 0.29 -0.27 0.10
H -2.306180 2.522352 -3.142483 -0.22 -0.21 -0.28 0.10
H -3.264515 0.419891 -4.126752 -0.03 0.01 -0.03 0.09
H -1.278976 3.078133 0.063619 0.14 0.02 -0.42 0.08
H -0.660680 3.533618 -1.576266 -0.32 0.15 0.09 0.08
H -2.054144 -2.214295 0.384141 0.08 0.05 -0.52 0.11
H -2.117416 -3.040916 -1.186126 -0.03 0.07 0.31 0.12
H -0.110946 -3.434258 0.411663 -0.07 0.05 -0.51 0.13
C 1.618296 3.472526 0.763297 0.09 0.31 -0.61 -0.29
C 1.902448 2.200908 -1.885982 -0.24 0.33 0.61 -0.26
H 0.155910 -3.323199 -1.373629 -0.37 -0.45 0.13 0.13
C 1.473359 -1.237361 -1.535852 0.03 -0.54 -0.04 -0.08
C 2.004242 -2.285110 0.594387 0.07 -0.38 -0.40 -0.10
H -0.709142 1.619661 1.979278 -0.31 0.93 0.25 0.14
H 1.964054 -2.073216 -2.049163 0.21 0.19 -0.46 0.10
H 0.655426 -0.841232 -2.151071 0.30 -0.11 0.19 0.09
H 2.212279 -0.443420 -1.335922 -0.35 -0.37 0.02 0.07
H 2.579902 -3.023460 0.019310 0.26 -0.12 0.44 0.10
H 2.690139 -1.481861 0.921269 -0.32 -0.17 -0.27 0.08
H 1.569953 -2.754865 1.495096 0.20 0.19 -0.39 0.09
H 1.899984 3.244357 -2.231245 0.32 -0.38 -0.37 0.04
H 2.915660 1.836496 -1.642181 -0.36 0.33 -0.28 0.04
H 1.425915 1.515254 -2.605510 0.17 0.43 0.23 0.04
H 1.761932 4.373761 0.155921 0.17 0.23 0.60 0.04
H 0.921597 3.628849 1.600447 0.28 0.10 -0.31 0.04
H 2.573534 3.085518 1.156496 -0.36 0.33 -0.17 0.04
H 1.508506 0.211484 2.274006 1.43 0.30 0.68 0.10
F -2.084402 0.076901 4.383172 0.34 -0.12 0.60 -0.37
Te -0.527638 -0.967108 4.493041 -0.77 -1.12 -1.52 1.78
F 1.097312 -1.910245 4.569329 -0.26 0.36 0.56 -0.38
F 0.437968 0.612974 4.005381 -0.28 -0.38 0.33 -0.46
F -0.265390 -0.392368 6.210929 -0.06 -0.12 0.33 -0.33
F -1.502660 -2.460094 5.123978 0.61 0.95 0.22 -0.37
O -0.737458 -1.479450 2.776464 -0.61 -1.02 1.85 -0.82
```
Positions in Å, forces in eV/Å.



Computed, not measured: a structure of composition C13H23N2O2PPr at a distorted geometry, with ωB97M-V with the def2-TZVPD basis set.

The value obtained for the LUMO energy (spin up / spin down) is -8.1836 / -9.3485 eV. The spin multiplicity is 4. As for the frontier orbital gap (spin up / spin down): 0.228 / 0.189 Eh. The HOMO energy (spin up / spin down) comes out at -0.5290 / -0.5325 Ha. The net charge is +2. The molar mass comes out at 411.22 Da. As for the energy: -1626.52944 a.u.

The geometry in XYZ format:
```
42
Properties=species:S:1:pos:R:3:forces:R:3:mulliken_spin:R:1
C -0.932369 2.339993 -0.829112 -0.16 0.58 0.20 0.01
C -0.424069 1.279493 -1.781212 -0.03 -0.47 0.27 0.05
N -0.219769 0.074593 -1.187612 0.08 -0.23 -6.01 0.07
C 0.127631 -1.068307 -1.923612 -0.05 1.38 -1.40 0.01
C 0.271731 -0.891907 -3.349212 0.14 -0.73 0.78 0.19
C 0.087331 0.344393 -3.932112 -0.19 0.87 0.13 -0.02
C -0.270669 1.478393 -3.146012 0.25 -0.87 -0.41 0.14
C 0.294531 -2.270407 -1.231912 0.15 -0.29 -0.70 0.42
P 0.082631 -2.216207 0.533488 1.67 -10.17 0.40 0.04
H -0.437769 2.460893 -3.594512 0.09 -0.38 0.16 0.00
H 0.543231 -1.761507 -3.955112 -0.11 0.34 0.20 0.00
H 0.215731 0.457193 -5.014712 -0.07 -0.05 0.47 0.00
C 1.061631 2.718293 0.512388 0.28 0.55 -0.06 0.01
C -1.137769 2.921193 1.530188 -0.17 0.11 0.17 0.02
H 0.551831 -3.188807 -1.770612 -0.05 0.36 0.11 -0.01
H -2.022369 2.215393 -0.701812 0.32 0.11 -0.23 0.01
H -0.754869 3.359293 -1.225812 -0.08 -0.47 0.14 0.00
C 1.559431 -2.982207 1.341588 0.49 -0.10 -0.41 0.06
C -1.225069 -3.467207 0.981088 -0.35 0.05 -0.44 0.04
H 1.421131 -2.989507 2.436788 -0.09 0.07 -0.49 0.00
H 1.713931 -4.015007 0.982088 -0.17 0.39 0.13 0.00
H 2.439331 -2.368307 1.094888 -0.33 -0.40 0.18 0.00
H -1.349669 -3.513307 2.077388 0.19 0.12 -0.47 0.00
H -2.183269 -3.172207 0.519088 0.26 -0.26 0.21 0.00
H -0.955069 -4.470207 0.604488 -0.06 0.45 0.14 0.00
H -1.216169 3.998293 1.272588 0.02 -0.56 0.16 0.00
H -2.144369 2.477593 1.564388 0.21 0.25 0.03 0.00
H -0.664669 2.816793 2.517688 -0.13 0.14 -0.30 -0.01
H 1.058531 3.806393 0.290388 -0.08 -0.51 0.10 0.00
H 1.527431 2.535493 1.490988 -0.19 0.22 -0.48 0.00
H 1.633431 2.184293 -0.260112 -0.06 0.28 0.33 0.00
C -0.279469 -0.150307 2.745388 0.21 -2.59 16.46 0.23
O -0.256869 -0.281407 3.914588 0.01 0.65 -2.37 0.24
Pr -0.276569 -0.006507 0.902788 1.03 8.72 -5.36 1.57
O -2.605069 0.015893 0.475788 -0.67 -0.86 -0.38 -0.01
H -2.907669 -0.701107 1.062788 -0.61 0.23 -0.08 0.01
H -2.509769 -0.409207 -0.401012 -0.66 0.24 0.13 0.00
N -0.325769 2.192393 0.530888 -0.10 3.39 -1.37 0.00
C 2.311131 0.087093 1.191688 -0.48 -0.10 0.36 -0.09
H 2.759631 -0.345507 0.273788 -0.08 -0.15 0.43 0.00
H 2.874131 1.016593 1.368688 -0.42 -0.16 -0.18 0.00
H 2.564731 -0.510807 2.088588 0.02 -0.15 -0.54 0.00
```
Positions in Å, forces in eV/Å.



Computed, not measured: a cluster of 2 separate species, C13H23N2O5P in total at a distorted geometry, with ωB97M-V with the def2-TZVPD basis set.

The value obtained for the LUMO energy is -2.1410 eV. As for the SMILES: NCC1=C([PH2]=O)C(=O)C=CC1=O.COCCNCCOC. As for the frontier orbital gap: 0.230 Eh. The HOMO energy comes out at -0.3082 Ha. The molar mass comes out at 318.31 Da. As for the energy: -1335.89453 a.u.

The geometry in XYZ format:
```
44
Properties=species:S:1:pos:R:3:forces:R:3:nbo_charge:R:1
N 0.028673 -2.814161 3.231401 -1.14 0.29 -0.24 -0.84
C -0.671597 -2.927984 1.895314 -0.37 -0.03 -1.00 -0.27
C -2.309595 -2.920990 1.964399 -1.81 3.20 -0.30 0.01
C -3.055093 -1.630346 1.819808 0.01 -4.16 1.02 -0.42
P -2.279037 0.102105 1.603166 -0.36 1.25 -5.08 1.38
O -2.206357 0.601000 0.089549 -0.21 -1.89 4.85 -1.04
C -4.710200 -1.729758 1.851938 -2.77 2.22 -2.82 0.51
O -5.475757 -1.031383 1.008123 4.74 -4.16 5.46 -0.49
C -5.343739 -2.789866 2.962877 3.28 -3.63 -0.33 -0.25
C -4.587689 -4.097817 3.102265 -1.30 3.76 -0.94 -0.26
C -3.208916 -4.313566 2.186223 0.76 -3.91 -1.25 0.50
O -2.855741 -5.512726 1.708923 -2.01 7.65 3.09 -0.49
H -0.619049 -3.054460 4.013651 0.90 0.39 -0.92 0.37
H 0.442450 -1.867515 3.392413 -0.82 -1.21 -0.29 0.37
H -0.332626 -2.004231 1.247755 -0.78 -2.01 1.06 0.22
H -0.362961 -3.918466 1.320819 -0.63 2.07 1.31 0.23
H -0.954526 0.048241 2.214858 -1.19 -0.12 -0.03 -0.04
H -3.098680 1.100622 2.298774 0.70 -1.35 0.10 -0.01
H -6.298555 -2.566603 3.603993 1.97 -0.38 -1.68 0.26
H -4.935686 -4.961322 3.830888 0.81 1.93 -1.85 0.26
C 3.634053 1.528971 -4.327274 0.21 0.13 0.30 -0.25
O 3.569634 2.625598 -3.425057 -0.36 -0.17 -0.42 -0.56
C 2.352303 3.374322 -3.544043 0.07 0.27 0.74 -0.07
C 1.513573 3.225941 -2.264463 0.19 -0.55 -0.58 -0.24
N 0.965051 1.870641 -2.146469 0.23 0.34 0.16 -0.62
C 0.372958 1.591624 -0.834010 0.35 -0.38 -0.16 -0.25
C 1.327397 1.573525 0.378737 -0.46 -0.15 -0.18 -0.08
O 2.271785 0.505516 0.353223 0.07 0.48 0.03 -0.56
C 3.464892 0.789302 -0.368196 -0.08 -0.42 0.15 -0.24
H 4.630057 1.084137 -4.251308 -0.11 0.14 0.05 0.19
H 2.897153 0.766245 -4.061698 -0.08 -0.06 -0.19 0.16
H 3.478128 1.860527 -5.357542 -0.06 -0.08 -0.02 0.17
H 1.778885 3.096479 -4.435592 0.07 -0.18 0.15 0.18
H 2.641223 4.425437 -3.650532 -0.05 -0.05 -0.01 0.18
H 0.690061 3.947414 -2.288171 0.01 -0.07 0.02 0.19
H 2.158314 3.463831 -1.412984 0.11 0.28 0.00 0.16
H 1.708476 1.196485 -2.312159 -0.17 0.19 0.00 0.35
H -0.093622 0.601295 -0.906802 0.05 0.32 0.12 0.23
H -0.436919 2.305294 -0.646052 0.12 -0.10 -0.03 0.21
H 0.711235 1.403401 1.269405 0.04 -0.02 -0.04 0.17
H 1.824500 2.537783 0.539260 0.14 -0.07 -0.11 0.16
H 3.735931 1.847805 -0.330256 -0.11 -0.02 -0.08 0.18
H 3.361990 0.457410 -1.402802 0.15 0.20 -0.12 0.16
H 4.277622 0.210241 0.077646 -0.11 0.03 0.06 0.19
```
Positions in Å, forces in eV/Å.



Computed, not measured: an isolated molecule of C13H23N3O5S at a distorted geometry, with ωB97M-V with the def2-TZVPD basis set.

The value obtained for the LUMO energy is 0.4886 eV. As for the SMILES: CNC(=O)[C@@H](CCC(=O)O)NC(=O)[C@@H](CCSC)NC(C)=O. As for the frontier orbital gap: 0.333 Eh. The HOMO energy comes out at -0.3151 Ha. The molar mass comes out at 333.41 Da. As for the energy: -1447.81822 a.u.

The geometry in XYZ format:
```
45
Properties=species:S:1:pos:R:3:forces:R:3:nbo_charge:R:1
C 4.637879 0.815400 0.727641 0.37 0.78 -1.05 -0.43
N 3.365015 0.861137 1.400996 1.80 -1.35 0.32 -0.59
C 2.305603 1.245015 0.760801 -3.12 2.58 -1.49 0.66
O 2.279261 1.757015 -0.362328 0.48 -0.96 0.40 -0.65
C 0.995814 1.240456 1.588664 0.10 -3.83 0.34 -0.10
C 0.693022 2.546414 2.252102 -2.01 -0.21 -2.12 -0.42
C -0.517160 2.494688 3.159943 0.89 0.43 1.01 -0.52
C -1.875015 2.885725 2.684765 -1.05 1.90 1.48 0.79
O -2.732962 3.094045 3.533169 0.62 -0.55 -1.78 -0.58
O -2.074861 3.200475 1.358514 -0.76 -0.29 1.39 -0.70
N -0.143051 0.840762 0.726270 -0.78 3.87 0.11 -0.62
C -0.388990 -0.332406 0.171237 -0.30 -3.23 1.82 0.68
O 0.147133 -1.326085 0.655806 0.33 -0.30 -0.62 -0.65
C -1.371713 -0.495695 -0.979795 -1.73 1.66 -1.79 -0.13
C -0.579067 -0.112196 -2.241120 3.75 -0.62 3.41 -0.41
C 0.807650 -0.933226 -2.233358 -1.90 -0.45 -1.99 -0.50
S 0.790886 -2.744981 -2.647864 0.12 0.50 0.65 0.20
C 0.161085 -2.678961 -4.293110 -1.61 1.45 -2.26 -0.80
N -2.055368 -1.829602 -1.183330 3.63 3.06 -1.69 -0.62
C -2.827892 -2.150716 -0.203744 -2.94 -4.91 3.24 0.70
C -3.169411 -3.648496 0.165019 2.93 0.91 -2.96 -0.69
O -3.362301 -1.399132 0.551736 -0.61 3.06 1.30 -0.64
H 5.442944 0.517729 1.365513 0.19 -0.48 0.46 0.21
H 4.685703 0.308982 -0.257515 -0.61 -0.48 0.89 0.22
H 4.847283 1.815445 0.413009 0.40 0.95 -0.07 0.21
H 3.279313 0.667757 2.375048 0.15 -0.47 0.29 0.40
H 1.196002 0.388431 2.373715 -0.88 1.44 -1.13 0.20
H 0.506425 3.243657 1.419351 0.49 0.30 0.48 0.23
H 1.512577 2.777396 2.828334 1.97 1.07 1.06 0.22
H -0.634603 1.476136 3.465841 -0.14 -0.79 0.54 0.25
H -0.280495 3.081691 4.116671 -0.78 -0.71 -1.43 0.26
H -3.013393 3.522777 1.391176 0.86 -0.31 -0.42 0.51
H -0.796662 1.622178 0.511953 0.89 -0.87 -0.06 0.41
H -2.197905 0.265576 -0.894069 0.70 -0.79 0.23 0.24
H -1.100149 -0.211478 -3.107417 -1.57 -0.59 -2.50 0.21
H -0.215730 0.933789 -2.185144 -0.44 -0.40 0.19 0.23
H 1.336943 -0.955242 -1.322542 0.32 0.47 1.11 0.24
H 1.403554 -0.459945 -2.979714 0.76 0.23 -0.55 0.21
H 0.607345 -1.828743 -4.900186 -0.06 -0.99 0.77 0.22
H 0.323363 -3.607602 -4.900717 -0.22 0.70 0.92 0.25
H -0.955639 -2.383535 -4.297035 1.50 -0.88 -0.02 0.21
H -1.490030 -2.488949 -1.691200 0.11 -0.50 0.24 0.42
H -3.456783 -4.180016 -0.720715 -0.58 -0.47 -0.44 0.21
H -3.839665 -3.708532 0.941065 -1.68 0.20 1.47 0.23
H -2.245954 -4.127137 0.462568 0.41 -0.11 0.23 0.22
```
Positions in Å, forces in eV/Å.